{
  "formula": "C25H31GaN5O5",
  "method": "ωB97M-V with the def2-TZVPD basis set",
  "symbols": ["Ga", "C", "C", "C", "C", "C", "C", "C", "C", "C", "C", "C", "C", "N", "C", "C", "C", "C", "C", "N", "C", "C", "C", "C", "H", "H", "H", "H", "H", "H", "H", "H", "H", "H", "H", "H", "H", "H", "H", "H", "H", "H", "H", "H", "H", "H", "H", "H", "H", "H", "H", "H", "H", "O", "C", "O", "C", "O", "O", "N", "C", "N", "C", "N", "O", "H", "H"],
  "coordinates": [[-0.20607, -0.42657, -1.11606], [1.40664, -4.54981, 0.80849], [0.85087, -3.20450, 1.26098], [-0.02161, -3.29713, 2.51161], [1.93580, -2.13817, 1.48322], [3.15736, -2.49621, 2.09804], [4.10344, -1.54339, 2.42205], [3.91023, -0.20120, 2.16417], [2.72487, 0.25572, 1.55727], [2.50902, 1.76952, 1.38286], [2.49936, 2.53237, 2.73104], [3.56535, 2.39679, 0.45395], [1.72995, -0.72189, 1.25711], [0.44942, -0.26778, 0.80295], [-0.30019, 0.50983, 1.55799], [-1.43403, 1.19366, 1.08247], [-2.29285, 2.13024, 1.77532], [-3.24162, 2.55034, 0.84866], [-2.95529, 1.89510, -0.37954], [-1.85180, 1.11121, -0.23309], [-3.80884, 2.08058, -1.63421], [-2.95891, 2.27064, -2.91306], [-4.73184, 3.31809, -1.41578], [-4.64606, 0.77778, -1.76336], [0.59058, -5.23525, 0.58775], [2.05058, -5.07518, 1.53197], [1.97081, -4.45684, -0.15584], [0.17540, -2.86268, 0.47839], [0.53320, -3.38716, 3.46912], [-0.70499, -4.15145, 2.45197], [-0.61067, -2.35768, 2.60782], [3.31562, -3.55036, 2.34271], [5.04532, -1.85102, 2.84867], [4.70143, 0.48033, 2.47837], [1.57536, 1.89610, 0.81188], [3.44147, 2.44039, 3.32857], [1.69077, 2.22868, 3.41740], [2.26852, 3.63558, 2.60165], [4.61033, 2.38242, 0.89671], [3.36061, 3.42959, 0.23425], [3.64541, 1.83148, -0.48900], [-0.09412, 0.56658, 2.63347], [-2.22204, 2.43270, 2.79259], [-4.03383, 3.28346, 0.99449], [-2.35532, 3.16102, -2.74739], [-3.50094, 2.36113, -3.85474], [-2.26670, 1.41972, -2.99433], [-4.10796, 4.17692, -1.26092], [-5.43881, 3.15539, -0.60255], [-5.29239, 3.59268, -2.33843], [-3.93613, -0.11273, -1.80537], [-5.22772, 0.79938, -2.67617], [-5.32687, 0.67940, -0.92776], [-2.22955, -1.95354, -4.13027], [-1.80229, -1.59393, -3.04789], [-1.25848, -0.40920, -2.76076], [-1.88911, -2.50902, -1.73775], [-2.70087, -3.40808, -1.68114], [-1.05185, -2.05571, -0.81528], [3.84237, -4.26761, -2.95105], [3.68535, -3.11785, -2.99429], [3.51882, -1.82262, -3.11923], [2.51741, -1.28467, -2.60674], [1.55330, -0.79944, -2.11367], [0.54189, 1.87679, -1.54559], [1.09328, 1.90413, -2.33513], [-0.07039, 2.58300, -1.55955]],
  "lowdin_charge": [0.437, -0.069, -0.378, -0.057, -0.091, -0.034, -0.094, -0.050, -0.118, -0.369, -0.073, -0.079, -0.130, 0.036, -0.060, -0.293, -0.025, -0.052, -0.230, 0.105, -0.511, -0.041, -0.072, -0.027, 0.076, 0.069, 0.092, 0.087, 0.082, 0.078, 0.080, 0.107, 0.096, 0.108, 0.102, 0.081, 0.064, 0.089, 0.090, 0.062, 0.081, 0.148, 0.082, 0.090, 0.072, 0.084, 0.057, 0.068, 0.072, 0.089, 0.104, 0.076, 0.076, 0.076, -0.484, -0.096, -0.463, 0.094, -0.057, 0.085, -0.405, 0.071, -0.291, 0.184, -0.013, 0.076, 0.041],
  "gap_ev": 7.90,
  "fmax_ev_per_a": 3.53,
  "de_lowest_kj_mol": 0.0,
  "charge": -1
}